57
Properties=species:S:1:pos:R:3:forces:R:3 method="wB97M-V/def2-TZVPD" fmax_ev_per_a=0.8 lumo_ev="0.20 / -2.71" spin_multiplicity=3 energy_ha=-1703.81656 total_charge=0 gap_ha="0.199 / 0.180"
Pt 0.14185 -0.18085 -0.09222 0.08 0.15 0.05
C 1.57953 1.09169 3.71371 0.03 -0.08 -0.02
C 1.01734 2.37572 3.88553 -0.22 0.11 -0.16
C 0.00316 2.75488 3.06406 0.27 -0.03 0.21
C -0.46698 1.89949 2.01931 -0.37 -0.23 -0.13
N 0.20057 0.72108 1.77611 0.07 0.17 -0.36
C 1.13743 0.32702 2.67437 0.25 -0.13 0.33
N -1.57974 2.27724 1.40828 0.12 0.30 0.00
C -2.18724 1.59037 0.45332 0.00 -0.07 0.16
N -1.72288 0.49582 -0.22605 0.11 0.01 -0.07
C -2.65712 0.06655 -1.12350 0.23 -0.11 -0.04
N -2.53576 -0.93507 -1.97603 -0.26 -0.23 -0.05
C -1.40521 -1.53484 -2.31541 0.08 0.37 0.03
C -1.53556 -2.61846 -3.23851 0.21 -0.18 -0.14
C -0.45292 -3.16162 -3.85342 -0.15 0.08 0.09
C 0.82080 -2.63618 -3.55776 0.12 0.05 0.08
C 0.91091 -1.67529 -2.59577 0.25 -0.13 -0.13
N -0.13745 -1.14182 -1.92361 -0.20 -0.10 0.40
C -3.82127 0.90143 -0.99542 0.11 0.29 0.26
C -5.05977 0.89572 -1.63110 -0.04 -0.02 -0.04
C -5.98051 1.85568 -1.26063 -0.05 -0.12 -0.11
C -5.68452 2.81142 -0.27590 0.11 0.08 0.11
C -4.45444 2.83156 0.35098 -0.03 0.09 0.04
C -3.51502 1.87490 -0.02214 -0.05 -0.35 -0.19
H 2.33666 0.71452 4.38569 -0.03 -0.09 -0.01
H 1.36251 3.02990 4.67521 -0.01 0.00 0.01
H -0.51378 3.69594 3.17821 0.00 0.02 -0.03
H 1.52060 -0.67894 2.55677 -0.06 0.06 -0.03
H -2.54164 -2.95070 -3.44550 -0.03 0.03 0.02
H -0.56063 -3.97007 -4.56456 -0.05 0.01 -0.01
H 1.71195 -2.98517 -4.05838 0.02 0.01 0.04
H 1.88653 -1.29610 -2.32333 -0.03 0.04 -0.08
H -5.28397 0.15271 -2.38508 -0.02 0.00 0.00
H -6.95508 1.86875 -1.73208 0.00 0.01 0.00
H -6.43471 3.54195 -0.00130 -0.01 0.00 -0.02
H -4.21277 3.55912 1.11472 -0.03 0.02 -0.01
C 4.43309 -5.36491 3.92205 0.01 0.06 -0.03
C 4.00796 -4.24920 3.01123 -0.04 0.00 0.03
C 2.86935 -4.35611 2.23005 0.08 0.09 0.03
C 2.43611 -3.32815 1.39681 0.07 0.07 0.01
C 1.19134 -3.57961 0.60498 -0.09 0.11 -0.10
C 3.20089 -2.14653 1.33248 -0.02 -0.06 -0.13
Te 2.75111 -0.48189 0.07490 -0.56 -0.55 0.18
C 4.36689 -2.02773 2.11341 0.02 0.22 -0.05
C 5.19470 -0.76912 2.11638 -0.06 -0.06 -0.01
C 4.74052 -3.07102 2.94292 0.04 -0.05 0.02
H 3.74593 -6.20609 3.85451 0.03 -0.03 0.02
H 4.45749 -5.02249 4.95765 0.01 -0.03 0.01
H 5.43603 -5.70956 3.66610 -0.01 -0.03 0.02
H 2.29229 -5.27271 2.26015 -0.03 0.01 0.03
H 0.68515 -4.47587 0.96010 0.04 0.00 -0.01
H 1.43155 -3.72610 -0.44821 -0.08 0.07 -0.14
H 0.49137 -2.74721 0.67946 -0.03 0.07 -0.08
H 5.39775 -0.42567 1.10137 0.10 0.03 0.05
H 6.14504 -0.93221 2.62058 0.00 0.01 0.02
H 4.66055 0.03130 2.63443 0.06 0.05 -0.02
H 5.63015 -2.96394 3.55374 0.01 0.02 -0.01